[1]
A 2-piece molecular cluster, C2H6O3PS overall at a distorted geometry. Source: the OMol25 dataset; level of theory: wB97M-V/def2-TZVPD.

HOMO (alpha / beta): -3.937 / -4.167 eV
Frontier orbital gap (alpha / beta): 5.4 / 6.8 eV
Total charge: -1
Energy relative to the best compared isomer or geometry (same formula, charge and spin): 101.0 kcal/mol

Each line ends with the Mulliken charge.
Positions of all 13 atoms, in Å:
C  0.17  0.92  -1.86  -0.5903
C  0.38  -0.13  1.90  -0.1008
O  -2.88  -0.50  -0.10  -0.5937
O  -0.95  0.61  -1.13  -0.2884
O  -0.92  -0.15  1.36  -0.2057
P  -1.43  -0.71  -0.16  0.4313
S  1.81  -2.38  0.32  -0.5365
H  -0.11  1.19  -2.83  0.2959
H  0.83  0.03  -1.92  0.2382
H  0.84  1.68  -1.42  0.2106
H  0.85  0.92  1.79  0.2047
H  1.06  -0.74  1.20  -0.3406
H  0.35  -0.72  2.84  0.2752

***

[2]
C2H6O3Sm as an isolated structure at a distorted geometry. Source: the OMol25 dataset; level of theory: wB97M-V/def2-TZVPD.

HOMO (alpha / beta): -17.495 / -17.497 eV
2S+1: 7
Frontier orbital gap (alpha / beta): 7.5 / 7.7 eV
Total charge: +2

Each line ends with the Löwdin spin population.
Positions of all 12 atoms, in Å:
C  -0.98  -1.74  0.14  0.0000
O  0.16  -0.88  0.12  0.0003
C  0.07  0.32  -0.40  -0.0005
O  1.15  0.75  -0.90  -0.0127
Sm  2.90  -0.45  -2.27  6.0135
H  -1.43  -1.67  1.13  0.0000
H  -1.70  -1.45  -0.63  0.0000
H  -0.61  -2.75  -0.06  0.0000
H  -0.91  0.79  -0.60  -0.0002
O  0.07  2.54  1.18  -0.0003
H  0.48  2.03  1.89  0.0000
H  0.81  2.51  0.40  0.0000

***

[3]
C2H6O4 as an isolated structure at a distorted geometry. Source: the OMol25 dataset; level of theory: wB97M-V/def2-TZVPD.

HOMO: -8.443 eV
Frontier orbital gap: 9.0 eV
Energy relative to the best compared isomer or geometry (same formula, charge and spin): 57.1 kcal/mol

Each line ends with the Mulliken charge.
Positions of all 12 atoms, in Å:
C  1.16  -0.04  0.36  -0.5280
C  -0.84  0.05  0.08  0.6091
O  1.78  0.57  -0.81  -0.4856
O  -0.77  -0.79  -1.07  -0.5364
O  -1.31  1.31  -0.03  -0.5192
O  -1.55  -0.65  1.03  -0.5037
H  1.45  0.59  1.28  0.2352
H  1.41  -1.04  0.44  0.3890
H  1.89  -0.18  -1.43  0.3324
H  -0.34  -1.69  -0.77  0.3617
H  -0.94  1.88  -0.70  0.3399
H  -1.94  0.00  1.62  0.3058

***

[4]
A 2-piece molecular cluster, C2H6O4 overall at a distorted geometry. Source: the OMol25 dataset; level of theory: wB97M-V/def2-TZVPD.

HOMO: -10.903 eV
Structure (SMILES): O=C(O)CO.O
Frontier orbital gap: 11.4 eV
Energy relative to the best compared isomer or geometry (same formula, charge and spin): 11.0 kcal/mol

Each line ends with the Mulliken charge.
Positions of all 12 atoms, in Å:
O  -2.51  -1.52  0.93  -0.5591
C  -1.58  -1.28  0.13  0.6029
O  -1.19  -2.06  -0.95  -0.4437
C  -0.77  -0.02  0.16  -0.2922
O  -0.68  0.53  1.53  -0.4990
H  -1.82  -2.82  -1.04  0.3585
H  -1.26  0.67  -0.55  0.2269
H  0.24  -0.26  -0.23  0.2830
H  -1.60  0.81  1.72  0.3215
O  3.82  1.84  -0.93  -0.6480
H  4.42  2.25  -0.28  0.3282
H  2.93  1.86  -0.50  0.3210

***

[5]
C2H6OP2 as an isolated structure at a distorted geometry. Source: the OMol25 dataset; level of theory: wB97M-V/def2-TZVPD.

HOMO (alpha / beta): -7.022 / -7.024 eV
Frontier orbital gap (alpha / beta): 7.0 / 7.1 eV
Energy relative to the best compared isomer or geometry (same formula, charge and spin): 110.2 kcal/mol

Each line ends with the Mulliken charge.
Positions of all 11 atoms, in Å:
C  -1.44  -0.21  0.54  -0.1233
C  -2.04  -0.74  -0.57  -0.2717
O  -0.83  -1.34  -0.20  -0.3362
P  0.30  0.59  0.01  0.1222
P  2.33  -0.12  -0.23  -0.1011
H  -1.68  -0.39  1.58  0.2756
H  -2.13  -0.34  -1.57  0.1670
H  0.47  1.97  0.29  0.0923
H  -0.05  0.79  -1.31  0.0457
H  2.19  -1.04  0.81  0.0703
H  2.87  0.83  0.64  0.0592

***

[6]
A 2-piece molecular cluster, C2H6OS overall at a distorted geometry. Source: the OMol25 dataset; level of theory: wB97M-V/def2-TZVPD.

HOMO: -9.443 eV
Structure (SMILES): C=CO.S
Frontier orbital gap: 10.1 eV
Energy relative to the best compared isomer or geometry (same formula, charge and spin): 17.5 kcal/mol

Each line ends with the Mulliken charge.
Positions of all 10 atoms, in Å:
C  -0.30  1.86  0.35  -0.6487
C  -1.30  1.57  -0.46  0.0351
O  -2.49  2.27  -0.22  -0.4985
H  0.74  1.55  0.32  0.2567
H  -0.50  2.58  1.14  0.2087
H  -1.36  0.98  -1.35  0.3234
H  -3.25  1.66  -0.27  0.3235
S  3.15  -4.70  0.11  -0.2853
H  2.77  -3.93  1.12  0.1419
H  2.54  -3.84  -0.73  0.1433